Record 1
A 8-piece molecular cluster, C20H56Cl6O24P6 overall in a non-equilibrium geometry, computed with ωB97M-V/def2-TZVPD.

XYZ file:
```
112
Properties=species:S:1:pos:R:3:forces:R:3
C 4.467368 -0.603432 -1.292936 0.173 0.872 1.095
O 5.255704 -1.177051 -2.325986 0.072 -0.670 0.219
P 6.805509 -1.514006 -2.078810 0.264 -0.138 -1.196
O 7.222467 -2.030728 -0.773413 -0.185 0.357 -0.481
O 7.111338 -2.516900 -3.280877 0.129 0.376 1.027
C 6.592216 -2.444164 -4.597819 -0.853 1.077 -0.396
O 7.538508 -0.165558 -2.528173 0.062 -0.817 0.192
C 7.624044 0.954984 -1.659615 0.564 1.388 -0.713
H 4.831920 -0.874517 -0.299273 0.123 -0.146 -0.148
H 3.415306 -0.870768 -1.294846 0.214 -0.488 -0.660
H 4.521025 0.485869 -1.354621 -0.027 0.042 -0.158
H 6.223406 -1.438209 -4.821340 0.241 0.077 0.073
H 5.706378 -3.067967 -4.713815 0.287 -0.418 0.127
H 7.365666 -2.671372 -5.324528 0.093 -0.298 0.189
H 8.586086 1.091530 -1.159745 -0.053 -0.956 0.280
H 6.802983 1.050454 -0.954711 -0.037 -0.140 0.002
H 7.655287 1.810130 -2.343240 -0.602 0.048 0.159
C -3.868089 -0.889844 -2.983530 0.624 0.957 -0.531
O -4.781641 -1.439830 -3.936509 -0.182 -1.189 0.089
P -5.248758 -2.969012 -3.734696 -0.583 0.072 -0.466
O -4.198822 -3.949988 -3.467906 0.026 0.407 0.311
O -6.069399 -3.260138 -5.077504 -0.088 0.809 1.043
C -5.424995 -3.509659 -6.315277 0.476 -0.455 -0.302
O -6.383546 -2.896793 -2.611867 0.571 -0.200 -0.289
C -7.565118 -2.123361 -2.803987 -0.423 0.291 -0.272
H -4.375138 -0.044849 -2.519319 0.105 -0.188 0.409
H -3.018643 -0.494772 -3.547202 -0.113 0.064 -0.065
H -3.414903 -1.573453 -2.269177 -0.658 -0.387 0.036
H -6.023838 -4.285990 -6.789982 0.148 0.149 -0.234
H -4.405095 -3.878227 -6.176317 -0.129 -0.117 0.159
H -5.350369 -2.619542 -6.942559 -0.343 0.076 0.169
H -8.030721 -1.861958 -1.855928 0.371 -0.290 0.251
H -8.285365 -2.707098 -3.374894 0.038 0.075 -0.147
H -7.349416 -1.180380 -3.307879 0.067 -0.091 -0.168
C 4.669657 1.004174 6.667597 1.450 0.333 0.010
O 3.263995 0.785324 6.661880 -0.036 -0.260 -0.977
P 2.560829 0.960794 5.226608 0.213 0.317 0.517
O 2.520939 2.347578 4.745181 -0.441 -0.577 0.038
O 1.143730 0.273042 5.465845 0.476 0.948 -0.339
C 0.969559 -0.952955 6.153539 -0.107 -1.316 -0.669
O 3.410729 0.005343 4.278717 0.005 -0.113 0.447
C 2.877817 -0.436993 3.019779 0.035 -0.420 0.313
H 4.953700 1.870316 7.264279 -0.461 0.004 0.234
H 5.116640 1.195221 5.689624 -0.498 -0.015 -0.223
H 5.228576 0.146777 7.042637 -0.479 -0.218 0.223
H 1.916663 -1.442269 6.387898 -0.008 0.399 0.524
H 0.500913 -1.674128 5.471542 -0.175 0.310 -0.042
H 0.292101 -0.819150 6.993661 0.369 0.136 0.195
H 3.696120 -0.586096 2.318294 0.075 0.349 0.056
H 2.149795 0.283229 2.650151 0.016 -0.147 -0.178
H 2.459104 -1.431068 3.185861 -0.365 0.142 -0.146
C -4.335686 5.365729 -3.003376 -0.270 -0.164 0.260
O -4.324514 4.057735 -2.408068 -0.351 -0.367 0.395
P -5.670439 3.524573 -1.684668 0.383 -0.549 -1.597
O -6.355677 4.512121 -0.868137 -0.076 -0.036 0.219
O -6.557008 3.025679 -2.935890 0.145 0.001 0.974
C -6.018505 2.037475 -3.805092 0.339 -0.066 -0.822
O -5.165838 2.148182 -1.044438 0.130 0.886 -0.320
C -4.128450 2.248528 -0.032720 -0.984 0.176 0.921
H -5.294197 5.838933 -2.792889 0.183 0.317 0.074
H -4.217595 5.293834 -4.083188 0.060 -0.204 0.001
H -3.501393 5.915722 -2.572966 -0.136 0.185 0.002
H -5.000958 1.764910 -3.531567 -0.075 -0.131 0.113
H -5.957069 2.427275 -4.823880 -0.109 0.266 0.107
H -6.658499 1.157697 -3.867506 -0.026 0.023 0.430
H -3.876391 3.286510 0.187687 0.479 -0.051 -0.438
H -3.304427 1.593529 -0.297886 0.128 0.196 -0.119
H -4.574331 1.929484 0.910638 0.111 -0.376 -0.117
C 0.004980 3.578364 3.298693 1.035 0.060 -0.353
O -0.970317 3.090329 4.215037 -0.946 -0.070 -0.108
P -2.486460 2.928025 3.715729 0.088 -0.039 -0.039
O -3.040098 3.992017 2.858350 0.613 -0.776 0.280
O -2.524821 1.484929 3.018684 -0.237 0.834 0.107
C -2.007349 0.310978 3.614314 0.020 -1.275 0.234
O -3.260620 2.696451 5.080837 0.428 -0.276 -0.233
C -3.222076 3.681096 6.118756 -0.417 0.195 0.105
H -0.404011 3.772490 2.306914 -0.207 0.289 0.173
H 0.825900 2.868495 3.178446 -0.317 -0.257 0.232
H 0.489610 4.450982 3.736151 -0.340 0.187 -0.144
H -1.434106 -0.262151 2.886286 0.169 0.382 -0.175
H -2.808004 -0.385478 3.871657 -0.302 0.397 0.205
H -1.379916 0.454403 4.492869 -0.032 0.456 -0.027
H -3.143885 4.692236 5.720946 0.154 -0.035 -0.128
H -2.414536 3.478146 6.817976 0.120 -0.047 -0.112
H -4.176192 3.615098 6.636901 0.029 -0.077 0.052
C 1.589682 -2.784158 -0.250516 -1.305 -0.437 0.045
O 2.779373 -2.728303 0.515377 0.801 -0.053 -0.297
P 3.319814 -3.937199 1.394621 -0.647 -0.204 1.020
O 2.338524 -4.481164 2.352887 0.705 0.466 -0.358
O 3.816801 -5.005226 0.333777 0.630 0.597 -0.350
C 4.350396 -6.247139 0.820592 -0.579 -0.406 -0.167
O 4.628493 -3.314946 2.066707 -0.883 -0.624 -0.591
C 5.736912 -3.002103 1.206183 0.789 0.395 0.397
H 1.094638 -3.757558 -0.211740 0.269 -0.123 0.169
H 1.716536 -2.557153 -1.308886 0.595 0.153 0.111
H 0.866832 -2.082156 0.163477 0.183 0.136 0.052
H 4.933687 -6.146426 1.736691 -0.331 0.177 0.143
H 5.019474 -6.687741 0.082692 -0.184 0.290 -0.263
H 3.460906 -6.870062 0.933931 0.465 -0.356 0.413
H 5.627912 -3.283305 0.161597 -0.435 0.002 0.255
H 6.633398 -3.498518 1.582534 -0.172 -0.138 0.060
H 5.937514 -1.934272 1.292193 -0.178 -0.085 -0.149
Cl -1.746314 2.567237 -3.406141 0.009 -0.059 0.196
C -1.539414 3.404399 -4.927158 -0.641 -0.253 -0.686
Cl -3.077898 3.374426 -5.864337 0.365 0.080 0.317
Cl -0.291267 2.637342 -5.899859 0.192 0.161 0.080
H -1.303957 4.445287 -4.746801 0.135 -0.058 0.026
Cl -0.066861 0.852052 0.990829 0.493 0.334 -0.161
C -0.179529 0.806141 -0.764823 0.130 -0.447 0.033
Cl -1.139616 -0.622453 -1.163410 -0.245 0.234 -0.327
Cl 1.374385 0.691578 -1.618690 -0.208 0.268 0.363
H -0.649762 1.724552 -1.091142 -0.180 -0.128 -0.065
```
Forces are in eV/Å.

Output
SMILES string: COP(=O)(OC)OC.COP(=O)(OC)OC.COP(=O)(OC)OC.COP(=O)(OC)OC.COP(=O)(OC)OC.COP(=O)(OC)OC.ClC(Cl)Cl.ClC(Cl)Cl
ΔE to the lowest compared entry with this formula, charge and spin, eV: 1.629
Spin multiplicity: 1
E, Ha: -7411.19626
Lowest unoccupied orbital energy, eV: 0.1826

Löwdin atomic charge list, values in e, 8 entries: C -0.12; O -0.20; P 0.41; O -0.22; O -0.20; C -0.10; O -0.21; C -0.10

---

Record 2
A 2-piece molecular cluster, C5H8O overall, computed with ωB97M-V/def2-TZVPD.

XYZ file:
```
14
Properties=species:S:1:pos:R:3:forces:R:3
O 0.072305 0.341012 -2.974822 -0.297 -0.012 0.399
C -0.678007 0.252351 -2.026498 0.176 0.002 -0.184
C -0.260634 -0.185994 -0.690011 -0.041 -0.017 -0.020
C -0.943815 -0.406282 0.442889 -0.113 -0.028 -0.074
C 0.280083 -0.839168 1.217186 0.010 -0.059 0.163
C 1.079319 -0.554792 -0.094325 0.198 -0.007 -0.070
H -1.756581 0.501353 -2.119896 0.107 -0.029 -0.034
H -1.992433 -0.306942 0.716279 0.167 -0.039 -0.076
H 0.279488 -1.887703 1.532650 -0.015 0.143 -0.041
H 0.545147 -0.212352 2.075980 -0.042 -0.086 -0.145
H 1.580924 -1.417606 -0.542643 -0.087 0.123 0.076
H 1.792297 0.272696 -0.017476 -0.114 -0.108 -0.032
H 0.311430 2.415968 1.176303 -0.035 0.019 0.052
H -0.309523 2.027458 1.304384 0.087 0.098 -0.014
```
Forces are in eV/Å.

Output
SMILES string: O=CC1=CCC1.[H][H]
ΔE to the lowest compared entry with this formula, charge and spin, eV: 2.795
Spin multiplicity: 1
E, Ha: -270.45519
Lowest unoccupied orbital energy, eV: 0.2825

natural (NBO) atomic charge list, values in e, 8 entries: O -0.51; C 0.40; C -0.13; C -0.11; C -0.43; C -0.41; H 0.11; H 0.21

---

Record 3
One molecule with the formula C3H5NO2 in a non-equilibrium geometry, computed with ωB97M-V/def2-TZVPD.

XYZ file:
```
11
Properties=species:S:1:pos:R:3:forces:R:3
N 1.278680 -0.857302 1.096781 -0.014 -0.133 0.167
C 0.040866 -0.376707 0.796003 -0.186 -0.091 0.262
O -0.981656 -0.738234 1.349777 0.370 -0.008 0.168
C 0.007903 0.620858 -0.316026 -0.227 -0.059 0.059
C -1.310566 0.570555 -1.103853 0.889 -0.369 -1.205
O -1.124968 0.802902 -2.271353 -0.904 0.301 -0.721
H 2.072130 -0.708990 0.492790 -0.209 0.039 0.152
H 1.334087 -1.581575 1.793280 0.042 -0.022 -0.020
H 0.813329 0.392133 -1.039248 -0.564 0.169 0.145
H 0.212543 1.648752 0.011469 -0.242 -0.239 0.259
H -2.342349 0.227608 -0.809619 1.045 0.413 0.735
```
Forces are in eV/Å.

Output
SMILES string: NC(=O)CC=O
ΔE to the lowest compared entry with this formula, charge and spin, eV: 0.795
Spin multiplicity: 1
E, Ha: -322.54511
Lowest unoccupied orbital energy, eV: 0.7659

natural (NBO) atomic charge list, values in e, 8 entries: N -0.82; C 0.67; O -0.61; C -0.60; C 0.42; O -0.52; H 0.40; H 0.40

---

Record 4
C15H30Br8O3 as an isolated structure in a non-equilibrium geometry, computed with ωB97M-V/def2-TZVPD.

XYZ file:
```
56
Properties=species:S:1:pos:R:3:forces:R:3
C 0.078265 -0.086232 1.578903 -5.142 -4.694 -5.700
C -1.040291 -0.976823 1.056630 -0.790 2.566 0.651
O -0.800265 -2.117363 0.730208 -3.029 0.126 -1.825
C -2.449977 -0.499679 0.995236 1.243 -3.428 5.915
H 0.269397 -0.198907 2.646085 -5.841 -6.528 -3.949
H -0.098660 0.985902 1.493376 -0.527 -3.199 2.661
H 1.032263 -0.317899 1.105295 -2.080 -0.824 1.553
H -3.143678 -1.336387 0.912859 0.013 -0.508 0.568
H -2.610531 -0.098571 -0.005481 5.650 -5.450 7.148
H -2.802528 0.247128 1.706646 0.995 -3.166 -1.277
O -2.570542 -1.337150 -3.041694 1.119 0.582 -0.695
C -1.961176 -0.432142 -2.496745 -2.416 -2.245 -0.167
O -0.897894 0.225805 -2.985264 0.670 0.275 1.048
C -0.370811 -0.043504 -4.279154 -0.104 0.214 -2.052
C 0.713723 1.009696 -4.627678 -0.079 0.332 0.966
C -2.501448 0.093901 -1.184959 4.689 -3.361 -14.387
H -1.217915 0.018498 -4.962274 0.006 0.255 -0.213
H -0.010279 -1.056039 -4.460520 0.146 -0.151 0.839
H 1.206322 1.080357 -5.597445 -0.797 -0.854 -0.477
H 1.590807 0.902920 -3.989371 -0.160 -0.043 0.506
H 0.301718 2.007356 -4.475957 -0.035 0.038 0.233
H -3.138911 -0.545717 -0.574526 -1.688 -2.821 -5.506
H -3.008715 1.023340 -1.443636 1.119 -4.698 -2.678
H -1.574773 0.354595 -0.673659 0.190 -1.259 -1.566
Br 1.045673 0.597994 3.374436 10.322 8.566 13.552
C 2.619431 -0.544545 2.900942 0.262 2.556 0.368
C 3.608534 0.308471 2.206732 1.152 0.377 0.091
Br 5.090038 -0.830391 1.447188 -0.731 -0.231 1.538
H 2.246230 -1.287408 2.195980 -0.078 2.893 0.038
H 2.877817 -1.125442 3.786321 0.171 1.907 0.079
H 4.097341 1.110834 2.759343 0.098 -0.386 0.371
H 3.050576 0.824164 1.425169 1.751 -1.083 0.322
Br 1.993495 -5.053332 -0.032552 -0.686 0.356 0.298
C 0.601876 -3.917041 0.844180 1.526 -0.305 0.265
C 1.266196 -2.601958 1.333648 -0.118 -2.298 0.720
Br 2.365140 -2.918438 2.949185 -0.249 -7.932 0.334
H 0.225125 -4.473361 1.702466 0.198 -0.057 -0.095
H -0.238002 -3.713516 0.179889 1.036 -0.697 -0.239
H 0.473775 -1.954461 1.709036 2.054 -1.185 0.404
H 1.924542 -2.128271 0.605430 -0.022 -0.162 -0.154
Br 4.351482 1.184322 -0.532322 -0.994 1.609 -1.664
C 2.503008 1.869736 -0.701882 -0.103 1.680 0.009
C 1.611832 1.305145 0.373776 0.570 1.185 -3.485
Br -0.303051 1.945622 0.144690 10.119 5.875 -3.182
H 2.186857 1.657648 -1.723244 -0.133 -0.430 0.301
H 2.423623 2.952718 -0.607347 0.889 0.169 -0.156
H 1.842534 1.532102 1.414624 -0.594 0.515 -0.885
H 1.580527 0.239673 0.146011 0.399 1.148 -0.604
Br -3.457083 2.520331 -1.624310 -1.401 5.143 0.283
C -2.737642 1.579134 0.046651 -6.914 6.865 3.352
C -3.357667 2.386261 1.172200 1.721 0.872 0.388
Br -3.003405 1.409682 2.911327 -1.265 4.279 2.668
H -1.656560 1.639079 -0.078962 -6.632 -0.707 -0.358
H -3.090474 0.548991 -0.002617 -5.280 9.058 2.795
H -4.376142 2.738040 1.007707 -0.147 -0.836 0.434
H -2.759727 3.295134 1.239428 -0.073 0.096 0.617
```
Forces are in eV/Å.

Output
ΔE to the lowest compared entry with this formula, charge and spin, eV: 35.798
Spin multiplicity: 1
E, Ha: -21406.02061
Lowest unoccupied orbital energy, eV: -0.3638

natural (NBO) atomic charge list, values in e, 8 entries: C -0.87; C 0.58; O -0.66; C -0.75; H 0.18; H 0.19; H 0.24; H 0.21

---

Number 1: orbital gap 10.69 eV. Number 2: orbital gap 10.16 eV. Number 3: orbital gap 10.54 eV. Number 4: orbital gap 7.23 eV.